Density functional theory data (ωB97M-V/def2-TZVPD) for a molecular structure, C27H35N5NiO3P2 at a distorted geometry.

Output
- energy above the lowest of the compared OMol25 structures with the same formula, charge and spin (kcal per mole) = 0.0
- spin multiplicity = 3
- expectation value of S² = 2.011
- HOMO-LUMO gap (spin up / spin down) (eV) = 5.60 / 4.65
- maximum force (Eh/bohr) = 0.0566

Last column: Löwdin spin population.
Element x y z (Å)
Ni -1.26725 -0.76140 -1.22525  1.38
C 0.98779 -0.21467 -0.94940  0.04
C 0.46068 0.05875 -2.19772  0.07
C 0.60000 -0.79792 -3.42428  0.01
C -0.55435 -1.80246 -3.71019  0.02
C -1.16056 -2.41548 -2.48396  0.06
C -0.41724 -2.83280 -1.37872  -0.01
C 1.06450 -2.77311 -1.22095  0.00
C 1.56773 -1.49805 -0.47992  0.00
C -1.67301 0.03380 0.42258  0.32
H 1.07715 0.60566 -0.22783  0.00
H 0.11285 1.08286 -2.40601  0.00
H 1.56984 -1.30933 -3.41246  0.00
H 0.66429 -0.09513 -4.26817  0.00
H -1.34770 -1.27851 -4.26182  0.00
H -0.21484 -2.59271 -4.39815  0.01
H -2.13561 -2.88791 -2.62824  0.00
H -0.94126 -3.43382 -0.61992  0.00
H 1.57861 -2.86685 -2.18580  0.00
H 1.37417 -3.64184 -0.61576  0.00
H 1.30206 -1.56859 0.58676  0.00
H 2.67188 -1.45317 -0.48474  0.00
H -0.81753 0.24816 1.09591  0.01
H -2.31715 -0.71646 0.91007  0.04
H -2.23814 0.95752 0.21091  0.04
P -3.08952 -3.16440 -6.84328  0.00
P -0.96797 -0.81418 -7.81995  0.00
N -3.08830 -4.84396 -6.35646  0.00
N -4.70421 -3.27037 -7.62848  0.00
N 0.59997 -1.64466 -7.74734  0.00
N -0.42597 0.41070 -8.95942  0.00
C -2.07863 -3.35698 -8.38919  0.00
C -1.74185 -1.99700 -9.02930  0.00
C -2.77404 -5.23804 -5.04685  0.00
C -2.74017 -6.62006 -4.99530  0.00
C -3.05080 -7.10699 -6.30605  0.00
C -3.23828 -6.00371 -7.11973  0.00
C -5.78422 -2.46040 -7.24861  0.00
C -6.88368 -2.76960 -8.03925  0.00
C -6.47684 -3.80572 -8.94335  0.00
C -5.13613 -4.06991 -8.68782  0.00
C 1.23886 -1.80364 -6.51654  0.00
C 2.37030 -2.58454 -6.66566  0.00
C 2.44667 -2.92923 -8.04833  0.00
C 1.33939 -2.37343 -8.67660  0.00
C 0.44859 0.31706 -10.05117  0.00
C 0.34311 1.47130 -10.81363  0.00
C -0.62369 2.31859 -10.17082  0.00
C -1.07006 1.65843 -9.04177  0.00
H -2.61589 -3.98101 -9.11928  0.00
H -1.16202 -3.89506 -8.09855  0.00
H -1.08760 -2.13778 -9.90608  0.00
H -2.66708 -1.50525 -9.37614  0.00
H -2.58842 -4.48809 -4.29214  0.00
H -2.51907 -7.22519 -4.12690  0.00
H -3.13841 -8.13647 -6.62646  0.00
H -3.44910 -5.95981 -8.17561  0.00
H -5.66782 -1.73906 -6.45172  0.00
H -7.86459 -2.31872 -7.99279  0.00
H -7.07120 -4.30325 -9.69180  0.00
H -4.47021 -4.74518 -9.19456  0.00
H 0.82679 -1.32727 -5.64514  0.00
H 3.05489 -2.86611 -5.86923  0.00
H 3.22180 -3.50991 -8.53420  0.00
H 1.03268 -2.43389 -9.70947  0.00
H 1.08376 -0.53614 -10.19908  0.00
H 0.89084 1.67289 -11.72046  0.00
H -0.93738 3.29537 -10.51222  0.00
H -1.78525 1.93987 -8.28574  0.00
O 1.03830 0.28520 2.89157  0.00
N 1.61823 1.40780 2.75579  0.00
O 1.72356 2.17540 3.74114  0.00
O 2.07500 1.73119 1.62111  0.00

Forces on the atoms, in the same order (eV/Å):
0.22 0.63 -0.18
-0.18 0.91 -1.18
0.54 0.36 0.82
0.30 -0.14 -0.65
-0.04 0.64 -0.19
1.18 -2.03 0.81
-1.34 -0.35 -1.05
0.94 0.25 0.26
-0.14 -0.53 0.39
-0.23 0.10 1.73
-0.18 -0.16 0.05
0.23 -0.34 0.36
-0.27 0.07 0.02
-0.07 -0.22 0.26
0.09 -0.08 0.07
-0.05 0.05 0.31
-0.07 0.49 0.38
0.07 0.42 -0.32
-0.31 -0.06 0.21
-0.16 0.32 -0.23
0.13 0.06 -0.15
-0.40 0.07 -0.11
-0.34 -0.11 -0.41
-0.03 0.26 -0.08
0.14 -0.23 -0.11
-1.77 -1.90 -1.32
1.98 -0.27 -1.83
0.71 -0.44 0.72
-0.09 1.06 -0.02
0.08 -0.61 1.06
-0.39 0.80 -0.21
0.21 0.18 0.05
-0.33 0.05 0.07
-0.06 -0.74 -0.74
-0.14 0.68 -0.24
0.00 1.04 -0.24
0.28 -0.27 0.79
-0.29 -0.62 -0.73
0.96 -0.21 0.31
1.26 0.29 0.65
-0.93 0.60 0.19
0.39 -0.29 -0.50
-0.63 0.50 -0.04
-0.88 0.35 -0.23
0.45 -0.18 0.52
-0.65 0.93 -0.25
-0.45 -0.70 1.13
0.05 -0.63 0.41
0.62 -0.38 -0.78
0.27 0.20 0.33
-0.17 0.19 -0.06
-0.29 0.18 0.35
0.25 -0.14 0.02
-0.06 -0.11 -0.04
-0.07 0.14 -0.07
0.07 0.15 0.09
0.04 -0.09 0.28
-0.03 -0.11 -0.08
0.15 -0.01 0.10
-0.02 0.07 -0.01
-0.19 0.06 0.01
0.16 -0.06 -0.33
-0.17 0.11 -0.30
-0.21 0.08 0.08
0.10 -0.10 0.17
-0.04 0.12 0.04
0.02 0.03 0.09
0.02 -0.11 0.15
0.00 0.05 -0.04
0.26 0.60 -0.40
-0.20 0.05 0.65
0.00 -0.77 -1.25
-0.33 -0.18 0.42

Density functional theory data (ωB97M-V/def2-TZVPD) for C5H9N3 in the gas phase at a distorted geometry.

Output
- energy above the lowest of the compared OMol25 structures with the same formula, charge and spin (kcal per mole) = 122.2
- SMILES = N[C@]12CNN=C[C@@H]1C2
- HOMO-LUMO gap (eV) = 9.28
- maximum force (Eh/bohr) = 0.1082

Last column: natural (NBO) charge in e.
Element x y z (Å)
N -0.06201 0.74443 1.46339  -0.83
C 0.58438 -0.20285 0.58429  0.05
C 1.18575 0.62447 -0.62988  -0.24
N -0.01787 1.09593 -1.41183  -0.42
N -1.26825 0.76381 -1.30301  -0.21
C -1.76076 -0.24419 -0.60827  -0.04
C -0.57690 -1.06573 -0.09385  -0.29
C 0.33149 -1.59162 1.04555  -0.38
H -0.58608 1.39001 0.98960  0.36
H 0.77038 1.14075 1.93044  0.36
H 1.70492 1.45096 -0.25812  0.20
H 1.68644 -0.04866 -1.41683  0.21
H 0.05551 2.18821 -1.48013  0.37
H -2.78976 -0.32866 -0.51198  0.21
H -0.02506 -1.46833 -0.97461  0.19
H 0.79068 -2.52295 0.60474  0.23
H -0.02285 -1.92557 2.07050  0.25

Forces on the atoms, in the same order (eV/Å):
3.19 -2.13 2.69
-2.29 1.21 -2.39
-1.32 -4.89 -0.80
2.50 3.93 -0.01
-4.03 -0.80 1.45
5.42 1.18 -0.38
1.32 -0.35 -0.27
-1.16 -3.10 -0.23
-1.37 2.13 -1.37
-1.29 0.55 0.14
1.13 1.25 0.11
0.16 1.16 1.65
-0.44 -2.89 -0.35
-1.58 -0.38 0.08
-1.02 0.15 0.27
0.35 1.48 0.54
0.44 1.50 -1.12

Density functional theory data (ωB97M-V/def2-TZVPD) for a molecular structure, F7NaO2P2 at a distorted geometry.

Output
- energy above the lowest of the compared OMol25 structures with the same formula, charge and spin (kcal per mole) = 9.7
- HOMO-LUMO gap (eV) = 8.96
- maximum force (Eh/bohr) = 0.0398

Last column: natural (NBO) charge in e.
Element x y z (Å)
P -0.49852 -1.50817 0.46290  2.59
F -1.63921 -2.62339 0.19842  -0.56
F -1.25879 -1.02900 1.82030  -0.57
F 0.29628 -1.97947 -0.87866  -0.58
F -1.34788 -0.33011 -0.53069  -0.63
O 0.58665 -0.15997 0.62190  -1.05
F 0.44142 -2.49632 1.34960  -0.57
P 0.81316 1.06365 -0.32961  2.67
F 2.35955 1.00747 -0.61158  -0.55
O 0.35768 2.35052 0.25273  -1.21
F 0.34706 1.02434 -1.84961  -0.54
Na -0.45741 4.68045 -0.50569  0.99

Forces on the atoms, in the same order (eV/Å):
-1.26 -0.40 -0.77
0.72 0.86 0.14
0.45 0.12 -1.19
-0.33 0.42 0.53
-0.04 -1.63 1.21
1.24 1.18 -1.12
-0.54 1.08 -0.64
-0.38 -0.78 0.43
-0.94 0.21 0.29
0.24 0.43 -0.72
0.52 -0.44 1.52
0.29 -1.05 0.32

Density functional theory data (ωB97M-V/def2-TZVPD) for a molecular structure, C22H21AlAsN2O3.

Output
- energy above the lowest of the compared OMol25 structures with the same formula, charge and spin (kcal per mole) = 0.3
- HOMO-LUMO gap (eV) = 9.38
- charge = +1
- maximum force (Eh/bohr) = 0.0064

Last column: natural (NBO) charge in e.
Element x y z (Å)
Al 0.86512 0.50388 1.83548  1.80
N -0.69728 1.57458 2.44910  -0.93
C -1.37971 0.63351 3.41801  -0.32
C -0.31189 -0.19418 4.16601  0.66
O -0.44276 -0.46783 5.33417  -0.56
N 0.72797 -0.48188 3.34111  -0.91
C 2.06398 -0.78851 3.84727  -0.35
C 3.10359 0.00395 3.02642  0.78
O 4.27334 -0.05958 3.23050  -0.52
O 2.57389 0.72432 1.98708  -0.94
H -0.38902 2.39711 2.96688  0.43
H -1.34837 1.91371 1.74191  0.43
H -2.03248 -0.02631 2.84556  0.23
H -1.97768 1.18416 4.13768  0.25
H 2.31266 -1.84809 3.77170  0.24
H 2.16087 -0.50797 4.89660  0.26
C 3.54837 0.52315 -3.70197  -0.17
C 3.88913 0.24492 -2.38589  -0.18
C 2.89571 0.09747 -1.42957  -0.23
C 1.56299 0.22619 -1.80895  -0.27
C 1.21470 0.51661 -3.12450  -0.23
C 2.21620 0.66215 -4.07153  -0.20
As 0.20683 -0.02213 -0.48562  0.90
C -1.18782 1.25287 -0.85615  -0.28
C -0.82882 2.56550 -1.15908  -0.26
C -1.81666 3.53020 -1.29816  -0.18
C -3.15336 3.18639 -1.13165  -0.19
C -3.50707 1.87860 -0.83013  -0.20
C -2.52442 0.90477 -0.69068  -0.25
C -0.58935 -1.75113 -0.68005  -0.26
C -0.71651 -2.58240 0.42949  -0.24
C -1.31164 -3.82874 0.28366  -0.19
C -1.76919 -4.23344 -0.96075  -0.17
C -1.63384 -3.40354 -2.06782  -0.18
C -1.04276 -2.15895 -1.93291  -0.24
H 4.32648 0.64110 -4.44458  0.23
H 4.92777 0.15260 -2.09899  0.24
H 3.16676 -0.09520 -0.39965  0.24
H 0.17683 0.63907 -3.40983  0.22
H 1.95704 0.88955 -5.09686  0.23
H 0.21192 2.83312 -1.30462  0.23
H -1.54349 4.54813 -1.54246  0.24
H -3.92161 3.93981 -1.24659  0.24
H -4.54881 1.61037 -0.71221  0.24
H -2.80216 -0.12019 -0.47204  0.23
H -0.34262 -2.27729 1.39996  0.22
H -1.41088 -4.48201 1.14040  0.24
H -2.23101 -5.20566 -1.07271  0.23
H -1.98737 -3.72933 -3.03710  0.23
H -0.93356 -1.51342 -2.79593  0.22

Forces on the atoms, in the same order (eV/Å):
-0.03 -0.05 -0.03
0.06 0.01 0.08
-0.01 -0.01 -0.03
-0.01 0.04 0.06
0.03 0.00 -0.05
0.02 -0.03 -0.01
-0.02 0.09 0.05
-0.04 -0.26 -0.19
0.00 0.10 0.05
0.09 0.08 0.12
-0.01 0.02 0.00
-0.02 -0.04 -0.03
-0.01 0.01 -0.02
0.00 0.01 0.01
0.02 0.01 -0.02
-0.03 -0.01 0.02
0.01 0.00 0.01
0.00 0.02 -0.05
-0.01 0.01 -0.02
0.04 0.06 0.07
0.02 -0.01 -0.03
-0.02 0.00 0.00
-0.04 -0.03 -0.03
0.03 0.04 -0.06
-0.06 0.01 0.01
-0.01 -0.01 0.00
0.01 0.01 0.00
0.01 -0.02 0.00
-0.02 0.01 0.01
-0.02 -0.08 0.02
0.01 0.03 -0.10
0.00 0.01 0.01
-0.02 -0.04 0.00
-0.01 -0.01 -0.01
0.01 0.03 0.07
-0.01 0.00 0.00
-0.01 -0.01 0.00
0.01 -0.01 0.04
-0.01 0.02 -0.01
0.00 -0.01 0.00
0.01 0.00 0.00
0.00 0.00 -0.01
0.01 -0.01 0.01
0.01 0.00 -0.01
0.00 0.01 0.00
0.00 0.02 0.05
0.00 0.01 -0.01
0.01 0.01 0.00
0.01 0.00 0.01
0.00 -0.02 -0.01

Density functional theory data (ωB97M-V/def2-TZVPD) for C4H9NO2Si in the gas phase at a distorted geometry.

Output
- energy above the lowest of the compared OMol25 structures with the same formula, charge and spin (kcal per mole) = 49.4
- SMILES = CO[Si](C)(C)OC#N
- HOMO-LUMO gap (eV) = 9.74
- maximum force (Eh/bohr) = 0.1037

Last column: natural (NBO) charge in e.
Element x y z (Å)
C 2.00107 1.29703 -0.85660  -0.24
O 0.74049 1.35204 -0.26401  -0.89
Si -0.45094 0.12796 0.20840  2.02
C -2.08589 1.13053 0.27240  -1.16
C 0.23761 -1.38648 -0.78442  -1.12
O -1.07957 -1.05036 1.74026  -0.75
C -0.32174 -1.85771 2.26083  0.53
N 0.22563 -2.72336 2.74782  -0.50
H 2.05930 0.44031 -1.54927  0.17
H 2.09743 2.30597 -1.43744  0.20
H 2.78805 1.19459 0.03287  0.19
H -2.93774 0.83855 0.91906  0.27
H -1.82657 2.22282 0.54612  0.27
H -2.59415 1.15153 -0.82748  0.26
H -0.52821 -2.09963 -1.04303  0.26
H 0.74582 -1.03186 -1.74385  0.24
H 0.92942 -1.91192 -0.22165  0.26

Forces on the atoms, in the same order (eV/Å):
1.54 0.89 0.89
-3.40 -1.53 1.94
0.56 -0.26 -0.74
-0.59 1.34 -2.06
-1.31 2.48 -1.88
-0.60 4.46 -2.86
-0.25 -0.54 0.09
2.10 -2.25 1.43
0.40 0.45 0.24
0.28 -1.91 1.07
-1.23 0.33 -2.29
1.02 -0.35 -0.11
-0.29 -1.69 -0.63
1.48 0.08 2.36
-0.45 -0.13 -0.10
-0.80 -0.48 1.29
1.55 -0.90 1.36

> Among the records above, which one has the highest maximum force?

C5H9N3

> Among the records above, which one has the lowest energy above the lowest of the compared OMol25 structures with the same formula, charge and spin?

C27H35N5NiO3P2

> The lowest energy above the lowest of the compared OMol25 structures with the same formula, charge and spin belongs to which entry?

C27H35N5NiO3P2

> maximum force of number 3 (F7NaO2P2)?

0.0398 Eh/bohr